1.
Below is C30H43FFeN5O8P as an isolated structure, with properties calculated with ωB97M-V/def2-TZVPD.

Values from the calculation:
Kohn-Sham gap (alpha / beta) = 6.1 / 6.1 eV
Spin multiplicity = 5
E_LUMO (alpha / beta) = -0.57 / -0.58 eV
Relative energy (zero: lowest compared OMol25 entry of this formula, charge and spin) = 47.5 kJ/mol
⟨S²⟩ = 6.01
Highest occupied orbital energy (alpha / beta) = -6.628 / -6.688 eV
E_tot = -3749.6567 Ha

The geometry in XYZ format:
```
89
Properties=species:S:1:pos:R:3:forces:R:3
Fe -1.21390 0.97874 0.11061 -0.35 -0.16 -0.21
N 0.00041 2.81876 0.33865 0.07 -0.10 0.17
C -0.42012 3.99211 -0.43843 -0.06 0.05 0.06
C -1.73969 4.52864 0.10378 0.03 -0.04 0.07
C -2.92283 3.56907 0.02668 0.03 0.06 -0.05
N -2.75459 2.39966 0.89966 0.00 -0.06 0.05
H -0.12982 2.98560 1.33662 0.09 0.01 0.01
H 0.97568 2.58806 0.18917 0.00 0.08 -0.09
H -0.52923 3.69517 -1.48290 0.01 -0.04 0.00
H 0.32960 4.78916 -0.39138 -0.01 0.01 -0.02
H -2.00494 5.43657 -0.44166 0.04 0.00 -0.04
H -1.58534 4.82688 1.14810 -0.05 0.02 0.00
H -3.04129 3.19141 -0.99210 0.00 0.03 -0.02
H -3.83310 4.12877 0.26663 -0.01 -0.04 0.03
H -3.58191 1.81560 0.84153 0.01 -0.02 0.01
H -2.57664 2.66565 1.86423 0.02 0.06 0.02
C -2.27642 -3.92633 -5.29382 -0.01 0.00 0.00
C -1.81470 -2.54800 -5.74630 -0.01 -0.09 0.10
N -1.44668 -1.67753 -4.63119 0.07 0.11 -0.18
C -2.41540 -0.95878 -4.00108 -0.07 -0.13 0.15
C -2.19763 -0.08234 -2.99021 0.01 -0.08 -0.05
C -3.36350 0.36317 -2.12266 0.13 -0.01 -0.09
O -4.46806 0.48410 -2.64188 -0.02 -0.03 0.03
O -3.05735 0.48971 -0.89273 -0.05 0.16 0.05
C -0.84734 0.28548 -2.69626 0.11 -0.15 0.03
O -0.51500 1.23241 -1.96384 -0.04 0.26 -0.11
C 0.17166 -0.60057 -3.25288 -0.09 0.22 -0.07
C 1.46084 -0.51881 -2.73878 -0.01 -0.16 -0.01
C 2.35693 -1.50623 -2.99642 0.09 0.09 -0.05
F 3.58501 -1.38802 -2.42642 0.00 -0.05 0.04
C 2.02298 -2.63388 -3.77122 0.10 -0.28 0.22
C 0.80446 -2.60841 -4.43316 -0.11 0.09 0.10
C -0.14969 -1.61874 -4.15002 -0.02 -0.03 0.06
N 2.78752 -3.83529 -3.81608 -0.02 0.25 -0.27
C 4.08099 -3.90436 -3.15486 0.02 -0.18 0.24
C 3.95956 -4.12959 -1.64355 0.05 0.15 -0.19
N 3.11770 -5.35001 -1.38553 0.00 -0.03 -0.05
C 1.78738 -5.25969 -2.08001 -0.02 0.17 0.15
C 2.02968 -5.05613 -3.56291 -0.01 0.00 -0.10
H -2.53765 -4.54150 -6.15536 0.00 0.00 0.00
H -3.15483 -3.84486 -4.65356 0.00 0.00 0.00
H -1.49860 -4.43954 -4.72718 0.00 0.00 0.01
H -2.60868 -2.04738 -6.29904 0.00 0.00 0.00
H -0.95957 -2.61551 -6.41858 -0.01 0.01 -0.01
H -3.43564 -1.17189 -4.30044 0.01 0.07 -0.05
H 1.70124 0.27408 -2.04574 0.02 0.02 -0.02
H 0.55759 -3.43350 -5.08500 -0.03 0.06 -0.01
H 4.64813 -2.99615 -3.32116 0.03 -0.07 -0.05
H 4.64311 -4.72728 -3.61267 -0.04 -0.02 0.00
H 3.43911 -3.31679 -1.14424 -0.01 0.02 0.07
H 4.92678 -4.28996 -1.16933 0.00 -0.01 -0.03
H 2.98004 -5.46170 -0.37885 -0.09 0.27 0.06
H 3.61131 -6.17503 -1.73000 -0.01 -0.02 0.09
H 1.27782 -4.39351 -1.65478 0.03 0.01 0.17
H 1.22647 -6.16457 -1.85180 0.03 -0.03 -0.05
H 1.05987 -5.00965 -4.04724 0.06 -0.10 -0.04
H 2.57030 -5.90462 -3.99897 0.01 0.04 0.02
O 2.96774 -2.70548 2.80480 -0.04 -0.08 0.01
C 2.02351 -2.08823 2.36233 -0.02 0.05 -0.06
C 1.44240 -2.24001 0.98731 -0.07 0.14 0.26
O 1.78912 -3.09785 0.16042 0.13 -0.36 -0.34
C 0.47216 -1.18830 0.83390 0.04 -0.02 -0.23
C 0.34081 -0.44777 2.03988 -0.09 0.18 0.12
O -0.44210 0.54260 2.10633 0.14 -0.20 0.00
C 1.24713 -0.98947 3.06613 0.06 -0.10 0.06
O 1.38013 -0.63804 4.22186 0.00 0.05 -0.07
O -0.19379 -0.84408 -0.19677 0.00 -0.11 0.06
C -1.73263 0.95580 5.19551 0.00 0.01 -0.01
C -1.66520 2.47585 5.34213 0.03 -0.06 -0.02
P -0.79232 3.27378 3.92774 -0.09 0.21 0.07
C 0.96899 2.85571 4.27622 0.00 -0.05 -0.03
C 1.62616 3.41717 5.53202 0.02 -0.03 0.02
C -0.91029 5.07959 4.37392 0.04 0.00 0.00
C -1.12357 5.48564 5.83146 0.02 0.00 0.01
H -2.28450 0.51575 6.02813 0.00 0.00 0.00
H -0.73857 0.50817 5.17142 0.00 0.00 0.00
H -2.22701 0.67327 4.26530 0.00 0.00 0.00
H -1.18670 2.74921 6.28559 -0.02 0.00 0.02
H -2.67500 2.89631 5.36544 0.00 0.01 0.00
H 1.53949 3.15551 3.39069 0.00 0.03 0.01
H 1.00382 1.76251 4.28653 0.01 0.00 -0.03
H 1.65751 4.50780 5.52520 0.00 0.00 -0.01
H 2.65400 3.05836 5.61139 0.00 0.00 0.00
H 1.10526 3.09839 6.43617 -0.01 0.01 0.00
H -1.72604 5.48939 3.77090 0.00 -0.01 0.00
H 0.00113 5.54377 3.98161 0.00 0.00 -0.01
H -2.07739 5.11608 6.20846 0.00 0.00 0.00
H -1.13392 6.57335 5.92836 0.00 0.00 0.00
H -0.34240 5.10257 6.48617 0.01 -0.01 0.00
```
Forces are in eV/Å.

***

2.
Below is C30H43FFeN5O8P as an isolated structure, with properties calculated with ωB97M-V/def2-TZVPD.

Values from the calculation:
Kohn-Sham gap = 4.3 eV
Spin multiplicity = 5
E_LUMO = -1.48 eV
Relative energy (zero: lowest compared OMol25 entry of this formula, charge and spin) = 211.2 kJ/mol
⟨S²⟩ = 6.01
Highest occupied orbital energy = -5.766 eV
E_tot = -3749.5943 Ha

The geometry in XYZ format:
```
89
Properties=species:S:1:pos:R:3:forces:R:3
Fe 0.26791 1.82142 0.76694 0.30 0.05 0.45
N 0.61641 0.95387 3.01171 -0.07 -0.05 0.04
C 0.91709 1.73417 4.21147 -0.03 0.00 -0.09
C -0.18622 2.73308 4.52748 0.00 0.04 -0.09
C -0.29394 3.86671 3.51515 -0.08 -0.13 -0.03
N -0.83152 3.38258 2.24417 0.27 0.03 -0.03
H -0.16051 0.31983 3.16129 -0.01 0.01 0.04
H 1.42344 0.40440 2.73895 0.00 0.02 -0.01
H 1.84586 2.27475 4.01893 0.03 -0.04 0.01
H 1.09055 1.10097 5.08851 0.02 -0.05 0.03
H 0.00144 3.15714 5.51680 -0.02 0.00 0.01
H -1.15095 2.21175 4.58060 0.03 0.02 0.07
H 0.69914 4.27574 3.32120 -0.03 0.02 -0.01
H -0.90131 4.67400 3.93825 -0.03 0.05 0.00
H -0.83442 4.10674 1.53553 -0.09 0.04 0.04
H -1.79986 3.09276 2.33648 -0.02 0.01 -0.01
C -5.88929 -2.78049 -0.37559 0.06 0.04 0.00
C -5.34969 -1.87392 -1.47449 0.03 -0.01 0.00
N -4.03306 -1.33281 -1.15069 -0.02 0.05 0.07
C -3.93779 -0.04766 -0.67915 0.02 -0.15 -0.14
C -2.82570 0.48968 -0.13380 -0.01 0.11 -0.01
C -2.74240 1.98144 0.15683 0.11 -0.14 -0.19
O -3.77106 2.56943 0.48555 0.05 0.03 0.01
O -1.58460 2.47533 -0.03383 -0.14 0.01 -0.08
C -1.71140 -0.37540 0.11819 0.00 -0.08 -0.34
O -0.77475 -0.12035 0.87035 -0.02 0.06 0.64
C -1.71740 -1.63648 -0.62015 -0.16 -0.04 0.07
C -0.52153 -2.32767 -0.74719 0.11 0.08 0.06
C -0.50562 -3.51351 -1.41452 0.00 -0.12 0.00
F 0.65481 -4.20220 -1.48560 -0.01 -0.12 0.00
C -1.65256 -4.04991 -2.00273 -0.03 0.12 -0.04
C -2.84230 -3.34406 -1.89017 -0.13 -0.01 -0.09
C -2.89103 -2.12022 -1.20938 -0.02 0.00 -0.03
N -1.65077 -5.26725 -2.74548 0.07 -0.19 0.02
C -0.50422 -5.67141 -3.54037 -0.15 0.07 0.10
C 0.44776 -6.62645 -2.82729 0.03 0.08 -0.07
N -0.35285 -7.77672 -2.26311 -0.03 0.12 0.03
C -1.46347 -7.29215 -1.36650 -0.08 0.03 0.01
C -2.37342 -6.39123 -2.19543 0.17 0.08 -0.04
H -6.88417 -3.14547 -0.63400 0.02 0.00 -0.01
H -5.95563 -2.22949 0.56339 -0.01 -0.03 -0.01
H -5.23253 -3.63816 -0.21904 -0.03 0.00 0.00
H -6.01357 -1.02385 -1.61592 -0.01 0.02 -0.03
H -5.30520 -2.39987 -2.42848 0.01 0.02 -0.04
H -4.82240 0.56792 -0.79284 -0.02 -0.05 0.06
H 0.38897 -1.90315 -0.34730 -0.13 -0.10 0.09
H -3.71219 -3.73458 -2.40337 0.03 0.01 0.03
H 0.05814 -4.79791 -3.86014 0.03 0.04 0.00
H -0.88055 -6.17193 -4.44225 -0.01 0.03 -0.05
H 0.94134 -6.14535 -1.99226 0.02 -0.04 0.07
H 1.19401 -7.03507 -3.50672 -0.04 -0.06 -0.02
H 0.26349 -8.41197 -1.75976 0.01 -0.03 0.01
H -0.76875 -8.29971 -3.03552 0.01 -0.07 -0.01
H -1.00405 -6.73342 -0.55240 0.07 -0.02 0.00
H -1.98456 -8.16277 -0.97153 0.03 -0.04 -0.01
H -3.18746 -6.03995 -1.56695 -0.03 0.01 0.01
H -2.81175 -6.98323 -3.01021 -0.04 0.00 0.00
O 4.81831 -2.02062 -1.17923 0.07 -0.10 0.00
C 3.97342 -1.22269 -0.84698 -0.07 0.01 -0.05
C 4.09266 -0.17706 0.24484 0.05 0.02 0.06
O 5.05374 0.01611 0.96822 0.04 -0.03 -0.01
C 2.80748 0.50979 0.25424 -0.12 0.21 0.23
C 1.97241 0.05083 -0.78477 -0.08 -0.13 -0.20
O 0.82951 0.56172 -0.98221 -0.04 0.37 -0.11
C 2.57876 -1.11455 -1.42590 -0.05 0.02 -0.02
O 2.05736 -1.89375 -2.21663 0.16 0.08 -0.08
O 2.38423 1.42042 1.05108 0.22 -0.31 -0.15
C 4.04062 4.50059 -1.77321 -0.03 -0.05 0.01
C 2.89838 3.65722 -1.20925 0.02 -0.02 0.02
P 2.20447 4.12900 0.43669 -0.21 0.28 -0.21
C 1.89922 5.94534 0.13992 -0.13 -0.06 0.11
C 0.82041 6.53698 1.05270 0.08 -0.04 -0.05
C 3.73967 4.20207 1.45244 -0.05 -0.06 0.11
C 3.52344 4.71913 2.87354 0.00 -0.02 -0.07
H 4.29333 4.15490 -2.77738 0.02 0.02 0.00
H 4.94102 4.41112 -1.16489 -0.01 0.02 -0.01
H 3.77873 5.55805 -1.84398 0.00 -0.02 0.01
H 3.21729 2.61564 -1.12707 -0.06 0.02 -0.01
H 2.04760 3.66016 -1.89611 -0.01 -0.02 -0.01
H 1.57653 6.04170 -0.90034 0.02 0.02 -0.01
H 2.83319 6.50408 0.24448 0.01 0.02 -0.05
H -0.12328 6.00139 0.93025 0.01 0.05 0.00
H 0.63285 7.58746 0.81986 0.02 -0.01 0.01
H 1.10409 6.47674 2.10550 -0.02 -0.01 -0.01
H 4.46074 4.84251 0.94106 0.05 -0.02 -0.02
H 4.13544 3.18471 1.47525 0.00 0.01 0.00
H 3.19989 5.76285 2.87730 -0.01 -0.01 0.01
H 4.44732 4.65772 3.45060 0.00 0.01 0.00
H 2.76729 4.13249 3.39637 0.06 0.00 0.00
```
Forces are in eV/Å.